{
  "formula": "C26H72N4O10",
  "method": "ωB97M-V with the def2-TZVPD basis set",
  "e_lumo_ev": 0.05,
  "homo_lumo_gap_ev": 8.454,
  "spin_multiplicity": 1,
  "charge": 0,
  "e_above_lowest_kj_mol": 933.65,
  "symbols": ["O", "C", "H", "H", "H", "N", "H", "H", "C", "H", "H", "C", "H", "C", "H", "H", "H", "H", "H", "C", "O", "N", "H", "H", "H", "N", "H", "H", "H", "H", "C", "O", "O", "H", "H", "C", "C", "H", "H", "H", "O", "H", "C", "C", "H", "H", "H", "O", "H", "H", "H", "H", "O", "H", "O", "C", "H", "C", "N", "C", "H", "H", "H", "C", "H", "H", "C", "H", "H", "H", "O", "H", "H", "C", "C", "C", "H", "H", "H", "H", "H", "H", "C", "H", "C", "C", "H", "H", "H", "H", "H", "H", "C", "H", "H", "C", "C", "H", "H", "H", "H", "H", "H", "H", "H", "H", "H", "O", "C", "C", "H", "H"],
  "coordinates": [[-3.12559, 1.86248, 4.37959], [3.80885, -5.33762, 0.59869], [1.39757, 3.62791, -4.76719], [-3.09417, 0.98207, 0.64705], [0.60546, 2.18621, -5.43198], [1.16819, 0.21915, 2.94282], [0.88898, 4.71328, 1.30091], [1.91981, -0.50639, 2.88943], [2.34149, -3.57870, -0.44891], [1.67035, -4.35055, -0.93018], [-4.60628, 1.35436, -0.20177], [0.02047, -1.39151, -1.16434], [3.08564, 3.10524, -3.57856], [-3.75691, -0.62789, -1.69117], [2.34968, 0.30436, 5.03400], [-1.02679, -1.34064, -1.45433], [4.03934, -3.12970, 5.03937], [4.31904, -3.89705, 3.54066], [-2.85301, -0.37910, 3.04491], [0.24127, -0.98707, 0.28248], [2.64197, 2.42577, -3.04133], [3.17064, 0.40141, -1.60667], [2.07122, -3.38028, 2.79227], [0.95411, -3.14388, 5.08899], [-1.97648, 0.45879, -1.19383], [2.56653, 1.83913, -0.17423], [-6.15499, 1.68113, 3.64419], [0.61348, -1.89076, 3.89520], [0.52905, -0.75543, -1.85504], [-1.38012, 3.61347, -0.41896], [0.71785, 0.86420, 3.97281], [-1.48637, 5.27188, 0.50276], [-2.88589, 1.32991, -2.51594], [3.87791, -5.20935, 1.64389], [-4.13540, -0.70290, 4.11767], [3.21517, 0.74907, -0.37282], [-5.29920, 1.96429, 4.24442], [-3.12303, -1.33830, -5.62093], [2.64291, 2.27052, 0.76563], [-3.20596, 2.44525, -0.33731], [2.98946, -1.91371, 2.93774], [-2.72424, 3.32587, 1.51646], [0.33415, 2.02739, -2.82896], [-3.86271, -0.07706, 3.27768], [-2.97602, -0.46084, -7.15767], [-1.41240, 2.26116, 1.61629], [1.19798, -1.26558, 0.65725], [-0.46063, 1.57722, 3.90143], [1.20925, 1.39367, 5.74938], [0.65148, -0.47284, -5.04827], [2.30255, 2.20907, -5.63965], [-5.29720, 3.04051, 4.29699], [3.70370, 0.02113, 0.69141], [2.90332, -5.95797, 0.36037], [4.26626, -3.05496, 0.42890], [3.53216, -3.67911, 4.24645], [3.21211, -4.57801, 4.65029], [1.52047, 2.54621, -4.95718], [1.54436, 0.87084, 4.95942], [-2.98894, 0.69427, -1.43448], [0.63246, 2.89368, 0.75482], [2.34362, -2.65055, -1.08771], [-0.80296, 0.13160, -6.72140], [-0.76013, -1.73870, 1.16717], [-1.43549, 3.69934, 2.63855], [1.77643, -1.60942, 5.22948], [2.49509, -2.83639, 3.62659], [-3.44603, -1.22514, -0.82302], [-0.20213, 2.94194, -2.87809], [-1.79163, -1.65577, 0.88394], [-1.76134, 0.79466, -5.27117], [-3.39651, -1.19991, -2.52539], [4.40026, -2.35879, -0.19506], [-0.28198, -0.95528, -4.97494], [-3.56229, 1.45709, -0.26749], [1.60593, 1.95176, -3.60338], [-2.44587, 5.26223, 0.45012], [2.33839, 2.31504, -1.02723], [3.02875, 1.13149, -2.35646], [4.72699, -5.84934, 0.36798], [-1.95260, -1.83121, -6.81256], [4.32403, -4.22007, -1.13177], [-1.29976, -0.21795, -5.87266], [-0.41853, -2.79407, 1.21948], [1.37709, -2.33467, 4.49539], [-3.98502, 1.43579, 3.59686], [0.80941, 0.69812, -0.05175], [-0.30975, 1.24729, -3.19929], [0.11098, -1.92897, -5.36649], [-0.75980, -1.38024, 2.19527], [0.61171, 0.30653, 2.08918], [-4.86493, -0.60431, -1.65440], [-1.03556, 4.11413, 0.51207], [1.83720, 0.89260, -3.75729], [-3.87080, 2.00621, 2.67677], [-2.43177, -1.01120, -6.35962], [0.48209, 3.99245, 0.58262], [0.41097, 1.77740, -1.80894], [-2.55021, 0.76306, -3.18139], [0.30937, -2.39043, -1.46731], [0.78425, 4.18181, -0.46840], [1.82833, -3.38446, 0.47258], [-5.45579, 1.56990, 5.22416], [3.64772, -2.39879, 2.41740], [-4.49231, -0.41839, 2.45062], [3.71291, -0.43980, -1.87744], [-0.48885, -0.98977, -3.88306], [0.02705, 0.26366, 0.26754], [-1.65722, 3.34507, 1.65179], [3.82912, -4.05787, -0.20922], [-2.09032, 1.46419, -5.89345], [-2.29248, 1.61444, 3.96991]],
  "forces_ev_per_a": [[7.3, 2.1, 5.7], [-0.2, -0.9, -1.2], [0.4, -0.2, -0.8], [-0.7, 0.7, -0.8], [-0.2, 0.3, -0.1], [0.1, -1.7, -3.7], [0.2, -0.5, -0.1], [-0.5, 1.3, 0.3], [-0.5, -1.6, -2.6], [0.7, 0.7, 0.0], [-1.5, 0.3, 0.1], [-0.2, -2.0, -0.9], [-0.1, -0.3, 0.5], [0.1, -0.5, 2.5], [0.6, -0.3, -0.2], [-0.3, 0.2, 0.4], [0.0, 0.2, 0.3], [0.2, -0.2, -0.5], [0.6, 0.3, -0.2], [-1.2, -7.1, -1.1], [6.5, 4.8, 3.6], [1.7, -3.2, -4.8], [-1.5, -2.2, 0.4], [-0.1, -0.1, -0.1], [0.9, -0.9, 1.3], [-1.2, 3.5, 2.5], [-0.4, -0.1, -0.2], [-0.5, 0.3, -0.1], [0.7, 0.8, -0.3], [0.5, -0.6, -0.1], [-5.7, 3.3, -2.4], [-2.6, 9.7, -0.3], [-0.7, 6.3, -6.4], [-0.4, 0.6, 1.3], [-0.2, 0.0, 0.5], [3.1, -5.0, 7.3], [-0.6, -1.2, -1.7], [-0.5, -0.2, 0.8], [-0.2, -0.2, -1.3], [0.1, 1.3, 0.1], [5.1, 7.3, -3.9], [-0.7, 0.4, 0.1], [-0.6, -0.7, -0.5], [-1.0, 0.0, 0.0], [0.2, -0.2, 0.5], [0.2, 0.7, 0.1], [1.3, -0.2, 0.1], [5.2, -3.0, 0.9], [0.3, -0.1, 0.4], [1.1, 1.5, 0.1], [0.4, 0.6, 0.3], [0.3, 0.4, 0.0], [-1.8, 2.8, -5.2], [1.1, 0.4, 0.2], [4.7, 4.9, 4.6], [1.5, 1.0, 0.9], [-0.9, -1.8, 0.7], [-1.9, 0.1, -1.0], [0.0, 1.7, 4.1], [-1.1, -4.8, 4.7], [0.3, 1.3, 0.4], [0.0, -0.9, 0.7], [1.6, 0.0, -1.9], [0.9, -0.6, 0.8], [0.4, 0.4, 0.5], [-0.3, -0.3, -0.3], [-4.7, -6.0, 2.4], [-0.4, -0.4, 0.0], [-0.4, 1.1, -0.3], [-0.5, -0.1, -0.7], [-2.5, 7.7, 4.6], [0.1, 0.0, -0.8], [0.2, 1.4, 0.1], [0.3, -1.1, -0.2], [1.8, -1.9, 0.8], [-4.7, -3.7, -3.8], [0.0, 0.2, 0.1], [-0.3, 1.1, 0.5], [0.8, -1.3, 1.5], [0.2, -0.8, -0.2], [-0.1, -1.6, -0.9], [0.5, -0.4, -1.3], [2.1, -5.2, -1.4], [-0.5, 0.4, -0.2], [0.6, -0.6, 1.5], [-7.0, -1.5, -4.3], [0.5, 0.8, -0.2], [-0.4, 0.0, -0.4], [-1.3, 0.2, 0.4], [0.3, 0.2, 0.1], [0.2, 0.1, 0.6], [0.6, 0.4, -0.3], [1.9, -8.6, 0.4], [-0.6, -0.6, -0.1], [-0.6, -0.3, -1.2], [-0.5, -0.6, -1.8], [-0.9, -0.6, -1.5], [0.5, -0.2, 1.4], [0.5, -0.5, -1.4], [0.1, -0.4, 0.3], [0.6, 0.3, 0.7], [0.2, 0.3, 0.8], [0.1, -0.4, 0.8], [0.3, 1.4, -1.0], [0.0, 0.3, -0.1], [-0.7, 1.0, 0.4], [-0.4, -0.3, -0.8], [-1.5, 7.7, 1.5], [-0.1, -2.2, -0.2], [-6.4, -4.1, -1.9], [0.0, -0.3, 0.6], [1.5, 0.4, 0.8]]
}

{
  "formula": "C4H11NO",
  "method": "ωB97M-V with the def2-TZVPD basis set",
  "e_lumo_ev": 1.15,
  "homo_lumo_gap_ev": 9.520,
  "spin_multiplicity": 1,
  "charge": 0,
  "e_above_lowest_kj_mol": 262.60,
  "symbols": ["H", "C", "C", "H", "N", "C", "H", "O", "H", "H", "H", "H", "H", "H", "H", "C", "H"],
  "coordinates": [[2.23964, -2.30538, -0.00551], [2.62015, -1.36953, 0.48242], [-1.94538, 1.80024, -0.92019], [-2.83721, -0.40657, -0.35495], [1.65743, -0.30591, 0.19078], [0.33273, -0.29919, 0.71480], [3.58867, -1.08789, 0.08174], [-0.73403, -0.32190, -0.35036], [0.16056, -1.04972, 1.45302], [-2.95773, 2.23036, -0.74589], [0.30597, 0.74277, 1.07429], [2.10096, 0.37595, -0.43247], [-1.20756, 2.54328, -0.59910], [2.65667, -1.61967, 1.53798], [-1.91799, 1.76649, -2.08024], [-1.96999, 0.34590, -0.17215], [-2.08678, 0.66244, 0.90930]],
  "forces_ev_per_a": [[0.8, 0.4, 0.2], [-2.0, -1.1, -0.9], [-2.1, -1.5, -1.7], [1.4, 1.7, -0.3], [1.4, -1.1, -0.2], [0.0, 3.7, -2.3], [0.1, -0.2, 0.2], [1.0, -1.1, 0.2], [0.0, -0.6, 0.4], [0.6, 0.0, 0.1], [-1.1, -0.4, 0.8], [-1.5, 0.0, 0.7], [0.1, -0.7, 0.3], [0.3, 0.3, 0.3], [0.3, -0.4, 1.9], [0.5, 1.5, 1.1], [0.1, -0.5, -0.8]]
}